No. 1
12 unconnected molecules or ions with the total composition C18H60N10O12 at a distorted geometry. Source: OMol25; level of theory: ωB97M-V with the def2-TZVPD basis set.

Output
SMILES: NC(N)=O.NC(N)=O.NC(N)=O.NC(N)=O.NC(N)=O.CCO.CCO.CCO.CCO.CCO.CCO.CO
Highest occupied orbital energy in eV: -8.5

Last column: Löwdin charge in e.
Atoms and positions in Å:
C1 -2.5611 2.8911 4.3697  -0.087
C2 -3.7543 2.6110 3.4716  -0.319
O1 -4.7474 1.9013 4.2568  -0.082
H1 -2.9294 3.4845 5.1961  0.073
H2 -1.8396 3.5727 3.8573  0.059
H3 -2.0064 2.0592 4.7504  0.069
H4 -3.3513 2.0109 2.6483  0.080
H5 -4.0714 3.6004 3.1377  0.073
H6 -5.0602 1.1949 3.6502  0.076
C3 -4.6181 6.7985 -4.1508  -0.096
C4 -4.8410 7.5391 -5.4202  -0.353
O2 -3.6485 8.1605 -5.8041  -0.072
H7 -5.5441 6.7525 -3.4829  0.096
H8 -3.9112 7.3779 -3.5274  0.060
H9 -4.1708 5.8298 -4.3148  0.051
H10 -5.6265 8.1656 -5.2851  0.075
H11 -5.2381 6.8741 -6.1363  0.099
H12 -3.8474 8.8625 -6.4955  0.121
C5 -8.8262 5.2529 -2.4679  -0.048
C6 -7.5312 4.9959 -1.7437  -0.321
O3 -7.4610 3.6487 -1.3571  -0.098
H13 -8.9081 6.3346 -2.6258  0.097
H14 -9.5946 4.8321 -1.8912  0.064
H15 -8.7463 4.6660 -3.3444  0.044
H16 -7.4112 5.6708 -0.8365  0.128
H17 -6.7155 5.1970 -2.4054  0.072
H18 -7.1080 3.6180 -0.4826  0.010
C7 -2.5676 1.1498 -1.0081  -0.082
C8 -3.7209 0.9867 -0.0811  -0.323
O4 -3.7732 -0.3403 0.5202  -0.070
H19 -2.5449 2.1272 -1.5447  0.069
H20 -2.6083 0.3808 -1.7867  0.076
H21 -1.6070 0.9958 -0.5323  0.080
H22 -4.6356 1.0324 -0.6593  0.083
H23 -3.8056 1.7236 0.7469  0.073
H24 -4.4642 -0.2465 1.1916  0.065
C9 -7.7214 4.5980 1.6624  -0.063
C10 -7.1306 3.2861 2.0733  -0.288
O5 -6.5608 2.6347 0.9735  -0.096
H25 -8.5437 4.4419 0.9994  0.080
H26 -7.0122 5.2588 1.2094  0.040
H27 -8.1212 5.0576 2.5660  0.103
H28 -7.9248 2.7333 2.4825  0.116
H29 -6.4588 3.4032 2.8253  0.063
H30 -6.3973 1.7092 1.2551  0.127
C11 -0.7157 4.7751 -2.5595  -0.065
C12 -1.2063 4.5917 -3.9932  -0.322
O6 -0.1213 4.2423 -4.8156  -0.086
H31 0.1950 5.3035 -2.6389  0.062
H32 -0.5748 3.8804 -2.0142  0.054
H33 -1.4063 5.3903 -1.9464  0.053
H34 -1.5737 5.5536 -4.3942  0.108
H35 -2.0935 3.9359 -4.0642  0.095
H36 0.2903 5.0947 -5.0984  0.108
C13 -1.0883 4.8775 1.5344  -0.576
O7 -0.0715 4.7204 2.4634  -0.114
N1 -1.8892 3.9083 1.1728  0.191
N2 -1.3484 5.9943 0.8365  0.113
H37 -1.7148 2.9806 1.5787  0.123
H38 -2.7856 4.0590 0.7180  0.058
H39 -0.7413 6.8795 0.9117  0.188
H40 -1.8850 5.9025 -0.0285  0.073
C14 -5.3075 8.9745 -0.3662  -0.592
O8 -5.5798 7.9391 0.4847  -0.123
N3 -4.5405 8.7688 -1.3895  0.186
N4 -5.7549 10.1758 -0.1490  0.169
H41 -4.1782 7.8186 -1.5100  0.059
H42 -4.4435 9.4617 -2.1464  0.138
H43 -6.3070 10.3540 0.6763  0.121
H44 -5.6357 10.9909 -0.7794  0.138
C15 -7.0691 2.9459 -4.9626  -0.669
O9 -6.1936 4.0141 -5.0459  -0.099
N5 -7.6348 2.5025 -3.9245  0.155
N6 -7.4006 2.2717 -6.0031  0.170
H45 -7.6092 3.0336 -3.0361  0.089
H46 -8.1834 1.6372 -3.8744  0.160
H47 -7.1282 2.5983 -6.9272  0.132
H48 -8.0878 1.5006 -6.0351  0.139
C16 -4.3182 4.8206 -0.8876  -0.626
O10 -3.9188 6.0634 -1.2346  -0.108
N7 -4.4662 3.8682 -1.7794  0.234
N8 -4.5290 4.5492 0.3226  0.190
H49 -4.3948 4.2552 -2.7092  0.092
H50 -4.8196 2.9237 -1.7209  0.086
H51 -4.2497 5.2744 0.9811  0.060
H52 -5.1658 3.7691 0.5626  0.102
C17 -3.9139 6.3028 2.9566  -0.622
O11 -2.8993 5.8685 3.7994  -0.111
N9 -5.1628 6.0867 3.2761  0.158
N10 -3.7570 6.7156 1.7374  0.112
H53 -5.2691 5.4478 4.1099  0.149
H54 -5.8946 6.2286 2.5505  0.096
H55 -2.7158 6.5866 1.4352  0.086
H56 -4.4087 7.1717 1.1245  0.009
C18 -4.2205 1.4665 -3.9995  -0.132
O12 -5.3314 1.1112 -3.1368  -0.145
H57 -3.9309 2.4822 -4.0758  0.039
H58 -4.5446 1.0385 -4.9454  0.083
H59 -3.3150 0.9396 -3.7553  0.061
H60 -6.0403 1.7671 -3.3760  0.028

=====

No. 2
12 unconnected molecules or ions with the total composition C18H60N4O12 at a distorted geometry. Source: OMol25; level of theory: ωB97M-V with the def2-TZVPD basis set.

Output
SMILES: NC(N)=O.NC(N)=O.CCO.CCO.CCO.CCO.CCO.CCO.CO.CO.CO.CO
Highest occupied orbital energy in eV: -8.7

Last column: Löwdin charge in e.
Atoms and positions in Å:
C1 3.6535 1.0796 0.4998  -0.086
C2 4.4021 0.6201 -0.6705  -0.351
O1 3.7241 -0.4272 -1.2660  -0.093
H1 3.3121 0.2978 1.1944  0.091
H2 2.8005 1.5768 0.1234  0.049
H3 4.3142 1.7780 0.9881  0.097
H4 5.4591 0.4103 -0.4036  0.128
H5 4.5468 1.4935 -1.2879  0.103
H6 4.1199 -0.5634 -2.1438  0.104
C3 -1.3100 -0.5097 -4.1200  -0.099
C4 -0.4451 -1.3102 -4.9994  -0.338
O2 -1.0522 -1.2401 -6.2694  -0.057
H7 -2.4041 -0.7404 -4.2169  0.097
H8 -1.2027 0.5607 -4.3356  0.073
H9 -1.1360 -0.6262 -3.0442  0.062
H10 -0.4924 -2.3076 -4.6739  0.103
H11 0.4656 -0.8035 -4.9437  0.083
H12 -0.5326 -1.7382 -6.8883  0.072
C5 2.6465 -2.7782 1.1943  -0.079
C6 1.4761 -3.4546 0.5758  -0.307
O3 2.0216 -4.5403 -0.1871  -0.068
H13 3.3087 -3.4629 1.6666  0.071
H14 2.3399 -2.1293 1.9595  0.044
H15 3.2529 -2.3566 0.4210  0.058
H16 0.9052 -2.7338 -0.0005  0.092
H17 0.8344 -3.8482 1.3746  0.098
H18 1.2502 -4.8676 -0.6381  0.072
C7 -2.8181 3.3184 -0.7649  -0.071
C8 -1.5044 3.3787 -1.5582  -0.298
O4 -1.3536 2.2301 -2.3618  -0.115
H19 -2.8924 4.1828 -0.0808  0.084
H20 -2.8772 2.5114 -0.0392  0.035
H21 -3.7540 3.2322 -1.3799  0.093
H22 -0.6972 3.4586 -0.8496  0.100
H23 -1.5078 4.2832 -2.1910  0.120
H24 -0.4333 2.2820 -2.6414  0.026
C9 -4.9468 0.4377 -0.7576  -0.095
C10 -3.9610 -0.3512 -1.5529  -0.335
O5 -3.1036 -1.1210 -0.7199  -0.069
H25 -4.4060 0.8506 0.0979  0.059
H26 -5.6456 -0.2665 -0.4273  0.050
H27 -5.4947 1.2120 -1.3670  0.097
H28 -3.3846 0.3495 -2.2436  0.105
H29 -4.4912 -1.0102 -2.2432  0.109
H30 -2.2599 -0.7294 -0.5283  0.014
C11 -2.7009 2.2559 3.3583  -0.048
C12 -2.9730 0.7440 3.4277  -0.312
O6 -2.4766 0.2653 2.2444  -0.117
H31 -3.0841 2.6368 4.3268  0.079
H32 -3.3218 2.7285 2.5928  0.066
H33 -1.5918 2.4469 3.2541  0.080
H34 -3.9949 0.4826 3.4428  0.107
H35 -2.3924 0.3040 4.2300  0.102
H36 -2.5772 -0.6798 2.3544  0.073
C13 1.4889 -0.3547 4.7675  -0.584
O7 2.5144 0.1655 3.9614  -0.128
N1 0.3118 -0.7862 4.3829  0.184
N2 1.7330 -0.6315 6.0001  0.138
H37 -0.0046 -0.7272 3.4619  0.037
H38 -0.3823 -1.1088 5.0809  0.119
H39 2.6569 -0.4355 6.3544  0.118
H40 1.0710 -1.0866 6.6817  0.143
C14 0.1817 0.1375 0.1049  -0.568
O8 0.5084 -0.4583 1.3745  -0.142
N3 0.9271 0.2008 -0.9131  0.200
N4 -0.9884 0.5676 -0.0298  0.179
H41 1.9318 -0.0556 -0.9112  0.097
H42 0.6821 0.8636 -1.6330  0.096
H43 -1.5552 0.5698 0.8628  0.107
H44 -1.2965 1.0802 -0.9127  0.114
C15 2.4328 1.6319 -3.7623  -0.098
O9 1.3506 2.3187 -3.1343  -0.143
H45 2.1377 1.4333 -4.7492  0.071
H46 2.6100 0.6804 -3.2820  0.051
H47 3.4277 2.1466 -3.6386  0.108
H48 1.1566 3.1582 -3.5897  0.114
C16 1.0174 2.3657 2.3687  -0.183
O10 1.2013 3.5437 3.1507  -0.124
H49 1.9466 1.8024 2.3101  0.040
H50 0.6398 2.5740 1.3582  0.072
H51 0.3146 1.6928 2.8411  0.041
H52 1.2045 4.3093 2.5175  0.092
C17 2.3397 -2.6008 -2.9435  -0.129
O11 1.0612 -2.0468 -2.5969  -0.135
H53 3.0191 -2.5785 -2.1654  0.035
H54 2.7755 -2.0230 -3.6980  0.053
H55 2.2541 -3.6274 -3.2270  0.086
H56 1.1939 -1.1776 -2.1268  0.038
C18 -1.3684 -3.3139 3.2829  -0.136
O12 -1.4120 -2.4622 2.1596  -0.126
H57 -2.2509 -3.9267 3.3202  0.084
H58 -1.3661 -2.7237 4.1723  0.046
H59 -0.5161 -3.9142 3.1999  0.059
H60 -0.5637 -2.0145 2.0683  0.020

=====

Which frontier orbital gap belongs to each record? In order, 0.304; 0.321 hartree.